Record 1
{"formula": "C6H19N3Si3", "method": "ωB97M-V with the def2-TZVPD basis set", "e_tot_ha": -1272.63554, "max_force_ev_per_a": 4.6, "homo_lumo_gap_ev": [8.86, 6.61], "molar_mass_da": 217.497, "lumo_ev": [-0.44, -0.33], "symbols": ["C", "C", "C", "C", "C", "C", "N", "N", "N", "Si", "Si", "Si", "H", "H", "H", "H", "H", "H", "H", "H", "H", "H", "H", "H", "H", "H", "H", "H", "H", "H", "H"], "coordinates": [[3.061, 0.317, -1.032], [2.248, 1.527, -0.567], [2.348, -1.066, -0.932], [1.910, 1.247, 0.923], [1.764, -1.280, 0.548], [1.019, -0.014, 1.078], [1.235, -2.547, 0.643], [-0.264, 0.115, 0.426], [-3.167, -0.106, 0.136], [-1.797, -0.419, 1.093], [-3.645, -1.490, -0.880], [-3.858, 1.528, 0.095], [3.296, 0.539, -2.125], [3.841, 0.402, -0.347], [2.796, 2.372, -0.573], [1.249, 1.807, -1.007], [1.529, -1.210, -1.657], [3.074, -1.790, -1.133], [2.798, 1.050, 1.485], [1.596, 2.080, 1.378], [2.668, -1.181, 1.095], [0.953, -0.037, 2.100], [0.215, -2.564, 0.776], [0.043, -0.005, -0.524], [-1.808, 0.359, 2.275], [-4.508, -0.931, -1.897], [-4.217, -2.554, 0.064], [-2.572, -2.044, -1.495], [-4.396, 1.506, -1.206], [-4.694, 1.816, 1.222], [-2.718, 2.576, 0.037]]}

***

Record 2
{"formula": "C6H19NO2", "method": "ωB97M-V with the def2-TZVPD basis set", "smiles": "CCCCNCC.O.O", "e_tot_ha": -445.22226, "max_force_ev_per_a": 1.0, "homo_lumo_gap_ev": 8.78, "molar_mass_da": 137.223, "lumo_ev": 0.33, "symbols": ["C", "C", "C", "C", "N", "C", "C", "H", "H", "H", "H", "H", "H", "H", "H", "H", "H", "H", "H", "H", "H", "H", "O", "H", "H", "O", "H", "H"], "coordinates": [[0.835, -2.455, -0.071], [1.452, -1.063, 0.054], [1.722, -0.423, -1.305], [0.485, 0.177, -2.003], [0.065, 1.461, -1.423], [-1.379, 1.691, -1.280], [-1.756, 2.153, 0.127], [1.494, -3.138, -0.610], [0.589, -2.911, 0.885], [-0.100, -2.421, -0.635], [0.830, -0.402, 0.662], [2.407, -1.141, 0.583], [2.458, 0.381, -1.209], [2.144, -1.150, -2.003], [-0.320, -0.564, -1.996], [0.736, 0.373, -3.049], [0.544, 1.636, -0.545], [-1.690, 2.450, -1.999], [-1.950, 0.791, -1.531], [-2.843, 2.150, 0.244], [-1.390, 3.158, 0.320], [-1.384, 1.472, 0.885], [-1.645, -1.552, 1.832], [-1.017, -1.068, 2.420], [-1.470, -1.199, 0.934], [0.258, 0.465, 3.211], [1.074, 0.123, 3.596], [-0.151, 1.004, 3.905]]}

***

Record 3
{"formula": "C6H19NO3", "method": "ωB97M-V with the def2-TZVPD basis set", "smiles": "COC[C@H](C)N.CO.CO", "e_tot_ha": -520.40331, "max_force_ev_per_a": 1.1, "homo_lumo_gap_ev": 9.80, "molar_mass_da": 153.222, "lumo_ev": 0.65, "symbols": ["C", "O", "C", "C", "C", "N", "H", "H", "H", "H", "H", "H", "H", "H", "H", "H", "H", "C", "O", "H", "H", "H", "H", "C", "O", "H", "H", "H", "H"], "coordinates": [[-2.808, 0.619, 4.989], [-1.910, 0.426, 3.943], [-2.398, -0.388, 2.899], [-1.276, -0.569, 1.884], [-0.759, 0.776, 1.406], [-1.857, -1.340, 0.778], [-3.020, -0.295, 5.569], [-3.763, 1.046, 4.674], [-2.325, 1.250, 5.738], [-2.797, -1.314, 3.318], [-3.211, 0.115, 2.351], [-0.497, -1.138, 2.394], [-0.250, 1.296, 2.223], [-1.530, 1.380, 0.924], [-0.001, 0.672, 0.622], [-1.159, -1.609, 0.102], [-2.623, -0.871, 0.322], [0.651, 2.084, -2.615], [0.795, 0.902, -3.398], [1.430, 2.792, -2.910], [-0.326, 2.507, -2.846], [0.714, 1.912, -1.537], [1.716, 0.774, -3.625], [4.614, -1.514, -4.392], [4.383, -2.459, -5.409], [5.078, -0.616, -4.798], [3.659, -1.149, -3.978], [5.175, -1.941, -3.559], [4.295, -3.347, -5.068]]}

***

Record 4
{"formula": "C6H19NO4", "method": "ωB97M-V with the def2-TZVPD basis set", "smiles": "CN1CCC[C@H]1CO.O.O.O", "e_tot_ha": -595.69060, "max_force_ev_per_a": 1.7, "homo_lumo_gap_ev": 9.86, "molar_mass_da": 169.221, "lumo_ev": 0.50, "symbols": ["C", "N", "C", "C", "C", "C", "C", "O", "H", "H", "H", "H", "H", "H", "H", "H", "H", "H", "H", "H", "H", "O", "H", "H", "O", "H", "H", "O", "H", "H"], "coordinates": [[-1.747, -0.462, 0.165], [-0.487, -0.056, -0.463], [0.642, -0.921, -0.065], [1.877, -0.046, -0.192], [1.378, 1.435, -0.193], [-0.116, 1.303, -0.007], [-0.881, 2.349, -0.820], [-0.715, 3.643, -0.247], [-1.602, -1.349, 0.799], [-2.109, 0.256, 0.915], [-2.597, -0.656, -0.491], [0.699, -1.773, -0.740], [0.550, -1.318, 0.949], [2.605, -0.209, 0.609], [2.497, -0.265, -1.057], [1.853, 1.952, 0.633], [1.731, 1.881, -1.122], [-0.399, 1.459, 1.025], [-1.955, 2.157, -0.771], [-0.564, 2.312, -1.854], [0.097, 4.045, -0.580], [-1.359, -0.686, -3.223], [-0.927, -0.203, -3.935], [-1.168, -0.167, -2.422], [1.410, -4.066, 0.953], [1.165, -4.428, 0.090], [0.780, -3.362, 1.153], [0.106, -1.161, 3.487], [-0.716, -0.895, 3.047], [-0.045, -0.767, 4.356]]}

***

Record 5
{"formula": "C6H20AuClI2OP2", "method": "ωB97M-V with the def2-TZVPD basis set", "e_tot_ha": -2189.17628, "max_force_ev_per_a": 2.7, "charge": 2, "homo_lumo_gap_ev": [6.37, 5.01], "molar_mass_da": 656.401, "multiplicity": 3, "lumo_ev": [-10.50, -11.79], "symbols": ["I", "I", "Au", "P", "C", "C", "H", "H", "H", "H", "H", "H", "C", "H", "H", "H", "P", "C", "C", "H", "H", "H", "C", "H", "H", "H", "H", "H", "H", "Cl", "O", "H", "H"], "coordinates": [[0.771, -1.580, 1.490], [-2.563, 0.504, 0.706], [0.737, 0.261, -0.686], [0.961, 1.839, 1.095], [0.295, 1.624, 2.773], [2.758, 1.964, 1.297], [3.003, 2.879, 1.847], [0.894, 4.246, 1.214], [3.202, 1.994, 0.293], [0.669, 3.642, -0.464], [0.623, 0.670, 3.191], [3.124, 1.088, 1.837], [0.400, 3.489, 0.592], [0.649, 2.460, 3.417], [-0.683, 3.562, 0.711], [-0.794, 1.607, 2.740], [-0.477, -1.520, -1.725], [-1.550, -2.699, -0.852], [-1.489, -0.921, -3.106], [1.566, -1.839, -2.922], [0.406, -3.178, -3.233], [1.324, -3.113, -1.690], [0.833, -2.520, -2.474], [-0.951, -0.115, -3.619], [-1.683, -1.747, -3.800], [-1.887, -3.468, -1.545], [-2.422, -2.175, -0.425], [-2.439, -0.532, -2.717], [-1.008, -3.171, -0.016], [1.529, 1.421, -2.578], [-2.137, -1.713, 3.215], [-2.438, -1.064, 2.529], [-1.224, -1.895, 2.905]]}

***

Record 6
{"formula": "C6H20NO3S", "method": "ωB97M-V with the def2-TZVPD basis set", "e_tot_ha": -919.28096, "max_force_ev_per_a": 3.1, "charge": -1, "homo_lumo_gap_ev": 6.82, "molar_mass_da": 186.297, "lumo_ev": 3.39, "symbols": ["C", "N", "C", "C", "S", "C", "C", "C", "H", "H", "H", "H", "H", "H", "H", "H", "H", "H", "H", "H", "H", "H", "H", "H", "O", "H", "H", "O", "H", "H", "O"], "coordinates": [[-0.866, 1.964, -0.110], [0.150, 1.100, -0.711], [1.494, 1.249, -0.138], [1.664, 0.704, 1.244], [2.078, -1.116, 1.230], [-1.714, 1.425, 1.052], [-2.744, -0.496, -0.337], [-3.004, 0.645, 0.630], [-0.452, 2.841, 0.397], [-1.560, 2.250, -0.885], [-0.070, 0.116, -0.742], [2.123, 0.657, -0.807], [1.811, 2.295, -0.245], [2.578, 1.021, 1.737], [0.789, 0.718, 1.884], [-1.263, 0.696, 1.748], [-2.157, 2.157, 1.744], [-2.028, -0.385, -1.152], [-3.584, -0.977, -0.827], [-2.304, -1.256, 0.322], [-3.531, 0.357, 1.545], [-3.731, 1.340, 0.189], [0.919, 1.858, -2.394], [2.034, 0.859, -3.042], [1.525, 1.657, -3.136], [0.147, -1.742, -2.006], [0.471, -2.968, -1.380], [-0.075, -2.664, -2.098], [0.189, -2.256, 1.532], [-0.832, -2.263, 2.692], [-0.745, -2.489, 1.758]]}

***

Record 7
{"formula": "C6H20NO4", "method": "ωB97M-V with the def2-TZVPD basis set", "e_tot_ha": -596.32673, "max_force_ev_per_a": 2.0, "charge": -1, "homo_lumo_gap_ev": 8.55, "molar_mass_da": 170.229, "lumo_ev": 3.39, "symbols": ["C", "C", "C", "O", "C", "N", "C", "C", "H", "H", "H", "H", "H", "H", "H", "H", "H", "H", "H", "H", "H", "H", "H", "H", "O", "H", "H", "O", "H", "H", "O"], "coordinates": [[-0.823, -0.682, 1.035], [0.157, -0.246, 2.158], [1.575, 0.068, 1.683], [2.399, -1.052, 1.331], [-0.910, 0.288, -0.129], [-1.306, 1.644, 0.352], [-2.761, 1.713, 0.390], [-0.794, 2.650, -0.613], [-1.820, -0.792, 1.469], [-0.553, -1.657, 0.651], [0.223, -1.077, 2.854], [-0.278, 0.624, 2.659], [2.041, 0.550, 2.547], [1.591, 0.714, 0.800], [0.042, 0.307, -0.654], [-1.651, -0.061, -0.856], [-3.149, 1.738, 1.411], [-3.251, 2.553, -0.121], [-3.334, 0.861, -0.032], [-1.025, 2.448, -1.667], [-1.368, 3.578, -0.467], [0.247, 2.771, -0.337], [0.608, -3.146, -1.887], [0.336, -3.781, -0.702], [-0.114, -3.735, -1.564], [2.320, -1.320, 0.372], [2.630, -2.363, -2.000], [2.000, -2.070, -1.338], [2.877, 0.099, -2.944], [2.032, -0.808, -1.965], [2.059, 0.181, -2.434]]}

***

Copy entry 1 word for word.
{"formula": "C6H19N3Si3", "method": "ωB97M-V with the def2-TZVPD basis set", "e_tot_ha": -1272.63554, "max_force_ev_per_a": 4.6, "homo_lumo_gap_ev": [8.86, 6.61], "molar_mass_da": 217.497, "lumo_ev": [-0.44, -0.33], "symbols": ["C", "C", "C", "C", "C", "C", "N", "N", "N", "Si", "Si", "Si", "H", "H", "H", "H", "H", "H", "H", "H", "H", "H", "H", "H", "H", "H", "H", "H", "H", "H", "H"], "coordinates": [[3.061, 0.317, -1.032], [2.248, 1.527, -0.567], [2.348, -1.066, -0.932], [1.910, 1.247, 0.923], [1.764, -1.280, 0.548], [1.019, -0.014, 1.078], [1.235, -2.547, 0.643], [-0.264, 0.115, 0.426], [-3.167, -0.106, 0.136], [-1.797, -0.419, 1.093], [-3.645, -1.490, -0.880], [-3.858, 1.528, 0.095], [3.296, 0.539, -2.125], [3.841, 0.402, -0.347], [2.796, 2.372, -0.573], [1.249, 1.807, -1.007], [1.529, -1.210, -1.657], [3.074, -1.790, -1.133], [2.798, 1.050, 1.485], [1.596, 2.080, 1.378], [2.668, -1.181, 1.095], [0.953, -0.037, 2.100], [0.215, -2.564, 0.776], [0.043, -0.005, -0.524], [-1.808, 0.359, 2.275], [-4.508, -0.931, -1.897], [-4.217, -2.554, 0.064], [-2.572, -2.044, -1.495], [-4.396, 1.506, -1.206], [-4.694, 1.816, 1.222], [-2.718, 2.576, 0.037]]}